Here is C4H6IN2 as an isolated structure at a distorted geometry from the OMol25 dataset. Energies are from ωB97M-V/def2-TZVPD.

The geometry in ORCA input format:
```
! RIJCOSX wB97M-V def2-TZVPD def2/J DEFGRID3
* xyz 1 1
I 3.182 -0.239 0.526
N 0.696 1.600 -1.295
N -0.324 -0.290 -0.090
C 0.725 2.055 -0.138
C -0.231 -1.335 0.986
C 0.704 0.599 -0.224
C -1.290 -0.299 -0.962
H -1.169 0.421 -1.787
H -1.077 -1.976 0.755
H -0.250 -0.861 2.041
H 0.535 3.043 0.226
H 0.687 -1.864 0.881
H -2.187 -0.854 -0.921
*
```

Output
DFT total energy   -15314.339 eV
HOMO-LUMO gap (alpha / beta)   7.12 / 7.12 eV
ΔE to the lowest compared entry with this formula, charge and spin   468.9 kJ/mol
E_HOMO (alpha / beta)   -13.46 / -13.46 eV